(1)
Molecular formula: C20H33N8O3
Method: DFT, the ωB97M-V functional and the def2-TZVPD basis

```
64
Properties=species:S:1:pos:R:3:lowdin_charge:R:1
O 1.357 -2.406 6.547 0.05
O -2.080 -1.756 1.398 0.03
O 3.092 -2.452 1.379 0.04
N 2.963 1.106 -1.828 0.13
N 2.045 3.206 -2.383 0.11
C 1.334 -3.150 5.582 -0.57
C -2.096 -2.781 2.055 -0.56
C 3.014 -3.186 2.357 -0.45
C -0.476 0.640 -1.079 -0.03
C 0.060 -0.571 -0.722 -0.08
C 3.064 2.352 -2.286 -0.19
C 1.750 0.733 -1.465 -0.31
C 0.828 2.827 -2.002 -0.22
C 0.618 1.519 -1.544 -0.08
N -3.194 -3.504 2.052 0.18
N 1.425 -0.499 -0.950 0.12
N 4.127 -3.767 2.818 0.04
N -0.166 3.823 -2.121 -0.06
N 1.671 -2.691 4.377 0.12
C 0.929 -4.600 5.765 0.01
C 4.262 -4.637 3.986 -0.06
C -0.904 -3.258 2.883 -0.10
C -1.550 3.671 -1.653 -0.13
C 0.022 4.999 -2.997 -0.14
C -2.387 3.316 -2.887 -0.14
C -0.765 4.714 -4.276 -0.14
C -2.251 4.416 -3.974 -0.31
C 0.459 -2.924 2.248 -0.13
C -2.923 3.998 -5.286 -0.14
C 1.667 -3.398 3.088 -0.21
N -4.390 3.909 -5.119 0.20
H -1.533 0.868 -1.011 0.08
H -0.488 -1.422 -0.325 0.10
H 4.045 2.697 -2.599 0.11
H -3.268 -4.339 2.603 0.11
H -3.956 -3.138 1.510 0.12
H 2.117 -1.201 -0.690 0.15
H 4.965 -3.548 2.298 0.15
H 1.933 -1.716 4.361 0.17
H 1.760 -5.248 5.499 0.07
H 0.063 -4.822 5.149 0.07
H 0.673 -4.761 6.812 0.09
H 3.989 -4.095 4.893 0.08
H 3.628 -5.519 3.879 0.08
H 5.299 -4.964 4.083 0.09
H -0.973 -4.339 3.008 0.11
H -0.982 -2.793 3.865 0.13
H -1.646 2.931 -0.858 0.11
H -1.900 4.614 -1.220 0.13
H -0.356 5.900 -2.503 0.13
H 1.070 5.204 -3.242 0.12
H -2.040 2.355 -3.282 0.13
H -3.431 3.201 -2.583 0.11
H -0.682 5.577 -4.945 0.12
H -0.305 3.856 -4.778 0.13
H -2.707 5.338 -3.599 0.15
H 0.529 -1.844 2.107 0.12
H 0.507 -3.401 1.268 0.13
H -2.669 4.732 -6.064 0.14
H -2.505 3.033 -5.606 0.15
H 1.564 -4.470 3.246 0.14
H -4.768 4.820 -4.854 0.18
H -4.613 3.230 -4.390 0.16
H -4.823 3.610 -5.995 0.18
```

Properties
Gap between HOMO and LUMO, eV: 6.115
Net charge: +1
Energy, eV: -39334.6672
Lowest unoccupied orbital energy, eV: -3.498
Max |F|, eV Å⁻¹: 2.18

=====

(2)
Molecular formula: C20H34BeClN4O6
Method: DFT, the ωB97M-V functional and the def2-TZVPD basis

```
66
Properties=species:S:1:pos:R:3:lowdin_charge:R:1
O 1.692 -0.637 -4.397 0.04
C 0.613 -0.135 -4.198 -0.23
C 0.317 1.329 -4.250 -0.19
C 0.139 1.935 -3.005 -0.05
H -0.128 1.309 -2.146 0.09
C 0.351 3.300 -2.872 -0.04
H 0.345 3.731 -1.865 0.10
C 0.586 4.083 -4.017 -0.07
H 0.768 5.156 -3.900 0.10
C 0.511 3.481 -5.284 -0.10
H 0.590 4.106 -6.165 0.09
C 0.369 2.106 -5.413 -0.04
H 0.294 1.638 -6.390 0.11
H -0.273 -0.713 -3.793 0.13
C -2.847 -1.736 -0.850 -0.16
C -2.413 -0.381 -0.223 -0.87
H -3.645 -1.599 -1.600 0.06
H -3.201 -2.471 -0.105 0.04
H -1.999 -2.174 -1.405 0.03
C -2.855 0.805 -0.834 -0.36
C -4.283 1.200 -0.878 -0.21
H -2.150 1.448 -1.364 0.02
H -4.469 1.871 -1.728 0.05
H -4.609 1.733 0.027 0.04
H -4.946 0.329 -0.979 0.04
Be -0.734 -0.514 0.076 -0.03
Cl -2.433 -0.397 1.582 0.65
C 0.370 -0.316 3.553 -0.34
O 1.301 -1.120 3.400 -0.05
N -0.440 -0.246 4.633 -0.19
C -0.173 -1.039 5.813 -0.06
C -1.520 0.727 4.735 -0.08
H 0.120 0.448 2.790 0.09
H 0.657 -1.715 5.602 0.08
H -1.070 -1.605 6.086 0.08
H 0.074 -0.381 6.656 0.08
H -1.531 1.347 3.835 0.06
H -1.368 1.370 5.612 0.08
H -2.483 0.210 4.847 0.08
H 4.522 1.999 -0.031 0.08
H 3.880 1.392 1.762 0.08
C 3.659 1.807 -0.671 -0.02
C 2.840 1.091 1.595 -0.01
N 2.628 1.161 0.139 -0.13
H 3.939 1.147 -1.502 0.09
C 1.580 0.659 -0.481 -0.20
O 0.425 0.505 0.064 0.01
H 2.687 0.074 1.982 0.08
H 1.741 0.428 -1.552 0.14
H 3.287 2.763 -1.071 0.10
H 2.183 1.798 2.120 0.06
H 0.123 -5.331 1.694 0.09
H 1.999 -5.584 0.048 0.09
C -0.402 -4.644 1.025 0.01
C 1.467 -4.920 -0.635 -0.03
N 0.589 -4.034 0.121 -0.15
H -0.919 -3.875 1.604 0.10
C 0.564 -2.761 -0.185 -0.15
O -0.305 -1.973 0.347 -0.05
H 2.174 -4.288 -1.183 0.09
H 1.287 -2.384 -0.931 0.16
H -1.126 -5.234 0.447 0.10
H 0.885 -5.522 -1.343 0.10
O 0.305 2.678 2.717 -0.21
N -0.131 3.203 1.664 -0.30
O 0.594 3.364 0.669 -0.18
```

Properties
Gap between HOMO and LUMO, eV: 2.975
Relative energy (zero: lowest compared OMol25 entry of this formula, charge and spin), kJ/mol: 542.6
Net charge: -1
Energy, eV: -52456.9939
Lowest unoccupied orbital energy, eV: 2.004
Max |F|, eV Å⁻¹: 4.83

=====

(3)
Molecular formula: C20H34CaClN4O6
Method: DFT, the ωB97M-V functional and the def2-TZVPD basis

```
66
Properties=species:S:1:pos:R:3:lowdin_charge:R:1
O 0.886 -0.534 -2.774 -0.24
C -0.266 0.102 -2.858 -0.50
C -0.059 1.550 -3.322 -0.18
C 0.314 2.540 -2.418 -0.06
H 0.373 2.304 -1.347 0.09
C 0.575 3.837 -2.885 -0.09
H 0.891 4.601 -2.168 0.10
C 0.409 4.140 -4.244 -0.13
H 0.608 5.153 -4.611 0.08
C -0.008 3.143 -5.142 -0.11
H -0.162 3.362 -6.204 0.09
C -0.237 1.843 -4.672 -0.05
H -0.563 1.035 -5.335 0.10
H -0.745 -0.393 -3.737 0.11
C -1.987 -1.441 -1.707 -0.11
C -1.412 -0.058 -1.697 -0.25
H -2.739 -1.504 -2.515 0.09
H -2.488 -1.713 -0.764 0.06
H -1.215 -2.183 -1.917 0.06
C -2.174 1.004 -1.334 -0.17
C -3.652 1.000 -1.115 -0.12
H -1.723 1.975 -1.151 0.08
H -4.128 1.596 -1.910 0.08
H -3.925 1.453 -0.153 0.04
H -4.080 -0.011 -1.160 0.06
Ca -0.781 -0.446 1.162 1.14
Cl -3.171 -0.260 2.061 -0.25
C -0.698 0.465 3.984 -0.38
O 0.140 -0.229 3.355 -0.15
N -1.116 0.196 5.223 -0.18
C -0.697 -1.033 5.878 -0.04
C -2.112 1.024 5.878 -0.05
H -1.193 1.317 3.485 0.09
H -0.006 -1.557 5.213 0.09
H -1.566 -1.665 6.101 0.09
H -0.202 -0.799 6.826 0.09
H -2.363 1.834 5.190 0.09
H -1.707 1.435 6.807 0.08
H -3.005 0.440 6.122 0.09
H 4.684 1.730 -1.363 0.08
H 4.523 2.016 1.080 0.08
C 3.587 1.720 -1.338 -0.05
C 3.477 1.693 1.146 -0.04
N 3.116 1.087 -0.123 -0.17
H 3.198 1.153 -2.189 0.09
C 2.379 -0.034 -0.195 -0.30
O 1.539 -0.392 0.646 -0.13
H 3.363 0.973 1.964 0.09
H 2.582 -0.643 -1.091 0.12
H 3.234 2.757 -1.395 0.09
H 2.855 2.574 1.352 0.06
H 0.083 -6.021 1.135 0.09
H 2.303 -5.681 -0.396 0.09
C -0.402 -5.422 0.351 -0.03
C 1.643 -5.075 -1.031 -0.04
N 0.559 -4.502 -0.246 -0.18
H -1.219 -4.842 0.787 0.09
C 0.477 -3.194 -0.001 -0.27
O -0.374 -2.691 0.774 -0.16
H 2.221 -4.262 -1.476 0.09
H 1.195 -2.569 -0.558 0.13
H -0.777 -6.099 -0.428 0.09
H 1.242 -5.719 -1.823 0.09
O 0.845 3.476 1.614 -0.13
N 0.025 2.579 1.819 -0.27
O -0.373 1.866 0.838 -0.30
```

Properties
Gap between HOMO and LUMO, eV: 5.910
Net charge: -1
Energy, eV: -70500.6146
Lowest unoccupied orbital energy, eV: 2.359
Max |F|, eV Å⁻¹: 2.28

=====

(4)
Molecular formula: C20H34N4O10
Method: DFT, the ωB97M-V functional and the def2-TZVPD basis

```
68
Properties=species:S:1:pos:R:3:lowdin_charge:R:1
C 18.197 0.983 5.713 0.06
N 17.325 2.108 6.295 -0.41
O 17.171 2.057 7.523 0.03
O 16.840 3.020 5.614 0.04
H 17.520 0.201 5.369 0.10
H 18.920 0.698 6.477 0.09
H 18.663 1.418 4.828 0.09
C 19.438 -0.944 -5.514 0.03
N 20.098 -2.167 -6.018 -0.42
O 20.814 -2.828 -5.205 0.03
O 19.849 -2.528 -7.167 0.06
H 19.842 -0.111 -6.091 0.10
H 19.689 -0.871 -4.456 0.09
H 18.360 -1.083 -5.598 0.10
C 29.149 6.343 3.140 0.03
N 29.948 7.563 3.282 -0.45
O 30.853 7.789 2.477 0.05
O 29.672 8.330 4.187 0.06
H 28.829 6.130 4.159 0.10
H 29.784 5.527 2.795 0.10
H 28.312 6.494 2.458 0.11
C 17.066 9.062 9.053 0.06
N 18.540 8.894 8.592 -0.45
O 19.357 8.500 9.406 0.05
O 18.734 8.942 7.416 0.07
H 16.892 10.138 9.009 0.09
H 17.080 8.723 10.088 0.09
H 16.361 8.490 8.450 0.09
C 15.502 2.841 -1.056 -0.10
O 14.485 3.875 -1.048 -0.19
C 15.047 5.232 -1.210 -0.16
C 15.802 5.477 -2.532 -0.21
O 14.931 5.212 -3.644 -0.18
C 15.410 5.796 -4.846 -0.12
H 16.227 3.214 -0.332 0.08
H 15.904 2.598 -2.039 0.08
H 15.172 1.929 -0.559 0.08
H 15.638 5.606 -0.375 0.12
H 14.155 5.853 -1.292 0.12
H 16.569 4.706 -2.599 0.11
H 16.208 6.488 -2.508 0.12
H 16.321 5.376 -5.273 0.08
H 15.381 6.882 -4.760 0.09
H 14.708 5.556 -5.645 0.08
C 25.030 -3.085 6.744 -0.09
C 26.347 -3.075 6.348 -0.12
C 26.845 -4.142 5.687 -0.12
C 26.113 -5.275 5.465 -0.10
C 24.764 -5.291 5.767 -0.09
C 24.220 -4.177 6.397 -0.09
H 24.649 -2.270 7.341 0.10
H 26.878 -2.187 6.658 0.10
H 27.882 -4.039 5.405 0.11
H 26.645 -6.037 4.915 0.10
H 24.214 -6.199 5.567 0.10
H 23.166 -4.076 6.611 0.10
C 22.611 4.608 0.782 -0.09
C 22.955 3.952 1.947 -0.12
C 23.502 2.735 1.827 -0.12
C 23.736 2.155 0.594 -0.10
C 23.562 2.861 -0.578 -0.10
C 22.949 4.104 -0.501 -0.08
H 22.214 5.605 0.903 0.10
H 22.682 4.362 2.909 0.11
H 23.732 2.201 2.737 0.10
H 24.173 1.174 0.486 0.10
H 23.826 2.401 -1.518 0.10
H 22.699 4.683 -1.377 0.10
```

Properties
Gap between HOMO and LUMO, eV: 9.367
Relative energy (zero: lowest compared OMol25 entry of this formula, charge and spin), kJ/mol: 143.0
Structure (SMILES): C[N+](=O)[O-].C[N+](=O)[O-].C[N+](=O)[O-].C[N+](=O)[O-].c1ccccc1.c1ccccc1.COCCOC
Energy, eV: -47712.0670
Lowest unoccupied orbital energy, eV: -0.166
Max |F|, eV Å⁻¹: 3.24

=====

(5)
Molecular formula: C20H34N6O2
Method: DFT, the ωB97M-V functional and the def2-TZVPD basis

```
62
Properties=species:S:1:pos:R:3:lowdin_charge:R:1
C 1.420 0.312 7.248 -0.07
C 1.103 1.251 6.122 -0.30
C 1.783 2.377 5.922 -0.05
C 1.528 3.330 4.789 -0.14
C 0.706 2.671 3.685 -0.24
C 0.197 3.702 2.695 -0.42
O -0.373 4.700 3.107 0.06
N 0.324 3.461 1.353 -0.10
C -0.344 4.348 0.419 -0.03
C 1.047 2.360 0.741 -0.16
C 0.169 1.147 0.373 -0.12
C 0.588 -0.146 1.078 -0.37
C 1.954 -0.638 0.626 -0.04
N -0.386 -1.201 0.834 0.10
C -1.552 -1.273 1.534 -0.44
O -1.854 -0.466 2.390 0.08
C -2.435 -2.405 1.145 -0.20
C -2.572 -3.031 -0.069 0.00
N -3.530 -3.951 0.140 -0.13
C -4.145 -4.877 -0.793 -0.11
C -4.926 -4.154 -1.880 -0.20
N -4.060 -3.450 -2.814 -0.29
C -4.774 -2.377 -3.487 -0.10
C -3.472 -4.356 -3.785 -0.10
N -3.960 -3.903 1.411 0.05
N -3.311 -2.970 2.018 0.08
C -0.504 1.962 4.304 -0.13
C -0.041 0.846 5.229 -0.15
H 1.642 -0.689 6.865 0.08
H 2.277 0.654 7.828 0.07
H 0.565 0.208 7.921 0.08
H 2.583 2.634 6.611 0.11
H 0.994 4.218 5.139 0.12
H 2.482 3.686 4.387 0.12
H 1.326 1.912 3.207 0.12
H -0.907 5.086 0.979 0.08
H 0.387 4.856 -0.216 0.09
H -1.024 3.781 -0.221 0.09
H 1.527 2.760 -0.155 0.12
H 1.861 2.056 1.396 0.10
H -0.864 1.365 0.652 0.12
H 0.183 0.967 -0.707 0.12
H 0.598 0.038 2.156 0.13
H 2.718 0.122 0.784 0.08
H 2.250 -1.531 1.177 0.09
H 1.940 -0.874 -0.442 0.09
H -0.122 -1.978 0.253 0.13
H -2.136 -2.876 -1.040 0.12
H -3.374 -5.522 -1.215 0.12
H -4.812 -5.495 -0.194 0.12
H -5.573 -4.882 -2.397 0.13
H -5.581 -3.428 -1.395 0.13
H -4.094 -1.846 -4.152 0.08
H -5.620 -2.747 -4.088 0.09
H -5.156 -1.669 -2.752 0.09
H -2.788 -3.806 -4.432 0.08
H -2.901 -5.140 -3.289 0.07
H -4.235 -4.838 -4.419 0.09
H -1.076 2.707 4.861 0.13
H -1.155 1.552 3.531 0.10
H 0.253 -0.035 4.644 0.12
H -0.878 0.509 5.848 0.12
```

Properties
Gap between HOMO and LUMO, eV: 8.881
Relative energy (zero: lowest compared OMol25 entry of this formula, charge and spin), kJ/mol: 109.6
Structure (SMILES): CC1=CC[C@H](C(=O)N(C)CC[C@H](C)NC(=O)c2cn(CCN(C)C)nn2)CC1
Energy, eV: -34327.2282
Lowest unoccupied orbital energy, eV: 0.373
Max |F|, eV Å⁻¹: 0.05

=====

(6)
Molecular formula: C20H34N6O6
Method: DFT, the ωB97M-V functional and the def2-TZVPD basis

```
66
Properties=species:S:1:pos:R:3:lowdin_charge:R:1
O -3.540 1.087 3.175 0.07
O -1.218 2.795 6.625 0.06
O 2.940 -5.796 -0.218 0.03
O 3.751 -2.634 -4.392 0.04
N -1.470 5.081 2.510 0.14
O -1.467 1.589 -3.489 -0.19
O -2.948 1.858 -0.171 -0.11
C -2.789 1.927 3.649 -0.36
C -1.578 2.850 5.456 -0.43
C 2.827 -5.176 -1.263 -0.56
C 3.813 -2.749 -3.175 -0.48
C -2.092 4.728 1.409 -0.10
C -1.684 4.050 3.407 -0.22
C -2.441 3.079 2.850 -0.08
N 5.021 -2.726 -2.596 0.04
N -2.314 1.799 4.938 0.04
N -1.237 3.972 4.715 0.02
N -2.705 3.494 1.556 0.03
N 2.593 -3.865 -1.236 0.10
C -1.292 0.505 -4.411 -0.09
C 2.963 -5.902 -2.587 0.02
C 5.373 -2.777 -1.176 -0.06
C -2.669 0.635 5.761 0.01
C -0.470 5.066 5.317 -0.01
C -3.626 2.850 0.609 -0.12
C 0.267 -0.189 -0.727 -0.07
C -0.509 -2.283 -1.845 -0.06
C -2.390 1.305 -2.429 -0.20
C -2.251 2.348 -1.323 -0.18
C 0.648 -1.621 -1.095 -0.41
C 1.955 -1.586 -1.912 -0.12
C 2.497 -2.950 -2.384 -0.21
H -2.128 5.332 0.507 0.14
H 5.781 -2.627 -3.253 0.14
H 2.496 -3.475 -0.313 0.14
H -1.251 0.896 -5.432 0.09
H -2.113 -0.218 -4.355 0.09
H -0.351 -0.012 -4.204 0.07
H 3.024 -6.972 -2.393 0.09
H 2.096 -5.698 -3.211 0.08
H 3.870 -5.575 -3.090 0.08
H 6.399 -2.431 -1.040 0.09
H 5.302 -3.803 -0.807 0.08
H 4.711 -2.135 -0.593 0.07
H -2.837 -0.256 5.147 0.09
H -3.581 0.841 6.330 0.10
H -1.867 0.388 6.465 0.10
H -0.175 5.815 4.575 0.08
H 0.444 4.682 5.779 0.09
H -1.067 5.567 6.085 0.10
H -4.433 2.366 1.170 0.14
H -4.092 3.599 -0.038 0.13
H 1.038 0.240 -0.087 0.08
H 0.178 0.418 -1.625 0.07
H -0.675 -0.181 -0.178 0.08
H -1.422 -2.200 -1.255 0.08
H -0.658 -1.806 -2.810 0.06
H -0.297 -3.341 -1.994 0.07
H -2.194 0.311 -2.014 0.10
H -3.416 1.310 -2.811 0.13
H -2.651 3.306 -1.672 0.12
H -1.195 2.490 -1.073 0.12
H 0.815 -2.170 -0.168 0.13
H 2.719 -1.101 -1.304 0.12
H 1.798 -0.963 -2.795 0.13
H 1.776 -3.363 -3.091 0.14
```

Properties
Gap between HOMO and LUMO, eV: 9.161
Relative energy (zero: lowest compared OMol25 entry of this formula, charge and spin), kJ/mol: 0.0
Structure (SMILES): COCCOCn1cnc2c1c(=O)n(C)c(=O)n2C.CNC(=O)[C@H](CC(C)C)NC(C)=O
Energy, eV: -42518.2422
Lowest unoccupied orbital energy, eV: 0.535
Max |F|, eV Å⁻¹: 2.97